Below is a molecular structure, C11H10BrGdNS in a non-equilibrium geometry, with properties calculated with the ωB97M-V functional and the def2-TZVPD basis.

Geometry as ORCA input:
```
! RIJCOSX wB97M-V def2-TZVPD def2/J DEFGRID3
* xyz -1 8
C -1.6184 1.5541 -0.1719
C -1.3378 1.9580 1.1695
C -0.0399 2.5942 1.1884
H -1.9928 1.8150 2.0327
C 0.4806 2.5542 -0.1685
C -0.5037 1.9156 -0.9949
H -0.4528 1.8167 -2.0861
H -2.5639 1.1267 -0.5226
H 0.5005 2.9576 2.0725
H 1.4600 2.9264 -0.5001
Gd 0.5582 0.3187 0.9386
Br -0.3655 -0.7960 3.1365
C 0.5206 -2.6156 -0.8318
C 0.3208 -1.7131 -1.9146
C -1.0180 -1.2405 -1.8448
H 1.0694 -1.3991 -2.6310
C -1.6403 -1.8359 -0.7178
C -0.6961 -2.6890 -0.0944
H -0.8455 -3.2445 0.8184
H 1.4547 -3.1020 -0.5828
H -1.4693 -0.5197 -2.5106
H -2.6354 -1.6333 -0.3593
S 3.1233 0.1412 0.1482
C 3.6167 -0.2943 1.6913
N 4.0746 -0.5954 2.7352
*
```

Output
Energy relative to the best compared isomer or geometry (same formula, charge and spin): 0.000 eV
Lowest unoccupied orbital energy (spin up / spin down): 2.6 / 0.3 eV
<S²>: 16.073
E_HOMO (spin up / spin down): -4.10 / -3.87 eV
Orbital gap (spin up / spin down): 6.7 / 4.1 eV